Record 1
{
  "formula": "C17H27N3O2",
  "method": "ωB97M-V/def2-TZVPD",
  "species": ["O", "O", "N", "N", "N", "C", "C", "C", "C", "C", "C", "C", "C", "C", "C", "C", "C", "C", "C", "C", "C", "C", "H", "H", "H", "H", "H", "H", "H", "H", "H", "H", "H", "H", "H", "H", "H", "H", "H", "H", "H", "H", "H", "H", "H", "H", "H", "H", "H"],
  "positions_angstrom": [[1.028, 1.453, 3.127], [1.012, -1.498, 1.261], [-0.062, -0.969, 3.227], [-1.484, -1.977, 4.688], [2.091, 0.947, 1.171], [-0.882, -2.532, -1.308], [1.300, 0.692, 2.215], [2.693, 2.233, 0.912], [-1.113, 2.114, -3.369], [-0.571, -1.656, -2.515], [-0.475, 2.961, -2.265], [-2.208, -3.003, 5.096], [1.025, 3.216, -2.479], [-0.965, -0.199, -2.282], [-0.774, -3.271, 2.801], [-1.539, -4.335, 3.243], [-0.783, -2.106, 3.567], [0.737, -0.735, 2.171], [1.918, 2.441, -1.507], [1.890, 3.048, -0.105], [-2.275, -4.207, 4.413], [-0.585, 0.682, -3.470], [-1.005, 3.915, -2.233], [-2.758, -2.844, 6.014], [-0.188, -3.329, 1.900], [-2.192, 2.077, -3.200], [-1.939, -2.473, -1.054], [-0.636, -3.571, -1.517], [2.184, 0.203, 0.491], [-1.105, -2.036, -3.390], [3.715, 2.079, 0.556], [1.292, 2.944, -3.502], [2.719, 2.764, 1.867], [-0.301, -2.208, -0.448], [0.501, 0.695, -3.580], [-1.561, -5.255, 2.678], [2.948, 2.453, -1.875], [-0.477, 0.157, -1.372], [-2.882, -5.018, 4.784], [-0.154, -0.185, 3.873], [-0.638, 2.473, -1.304], [-0.950, 2.614, -4.328], [-2.044, -0.141, -2.119], [1.240, 4.280, -2.366], [2.304, 4.058, -0.141], [0.498, -1.711, -2.733], [0.861, 3.124, 0.250], [-0.996, 0.232, -4.377], [1.590, 1.402, -1.470]],
  "forces_ev_per_a": [[0.0, 0.1, 0.0], [0.0, 0.0, 0.1], [0.1, 0.6, 0.2], [0.3, 0.5, -0.1], [0.1, -0.3, -0.3], [0.1, 0.0, -0.2], [0.1, 0.1, 0.0], [-0.2, 0.5, 0.1], [0.1, -0.1, 0.1], [-0.2, 0.1, 0.3], [0.0, 0.1, -0.3], [-0.1, -0.3, 0.0], [0.0, -0.2, 0.1], [0.2, -0.1, -0.4], [0.0, 0.0, -0.1], [-0.1, 0.2, 0.2], [-0.2, -0.6, -0.1], [-0.1, -0.2, 0.0], [0.0, 0.4, 0.0], [0.2, -0.3, 0.0], [0.0, 0.0, -0.1], [-0.3, 0.2, 0.2], [0.0, 0.0, 0.1], [-0.1, -0.1, 0.1], [0.0, 0.0, 0.0], [-0.1, 0.0, -0.1], [-0.1, 0.0, 0.1], [0.0, -0.1, 0.1], [-0.1, 0.0, 0.2], [0.1, 0.0, -0.1], [0.0, 0.0, 0.1], [0.0, 0.1, -0.1], [0.1, -0.1, -0.1], [0.0, 0.0, 0.1], [0.1, -0.1, -0.1], [0.0, -0.1, 0.0], [0.1, -0.1, 0.0], [0.0, 0.0, 0.1], [-0.1, -0.1, 0.1], [0.0, -0.1, -0.2], [0.0, 0.0, 0.1], [-0.1, 0.1, 0.0], [-0.1, 0.0, 0.1], [0.1, 0.0, -0.1], [0.0, 0.1, 0.0], [0.0, 0.0, -0.1], [0.0, 0.1, 0.1], [0.1, 0.0, 0.0], [0.0, -0.1, 0.0]],
  "largest_force_ha_per_bohr": 0.012,
  "homo_lumo_gap_ev": 9.49,
  "e_above_lowest_kj_mol": 7.57,
  "lumo_ev": 0.431,
  "total_charge": 0,
  "homo_energy_ev": -9.055,
  "total_energy_ha": -978.791787
}

=====

Record 2
{
  "formula": "C17H27N5O3",
  "method": "ωB97M-V/def2-TZVPD",
  "species": ["O", "O", "O", "N", "N", "N", "N", "N", "C", "C", "C", "C", "C", "C", "C", "C", "C", "C", "C", "C", "C", "C", "C", "C", "C", "H", "H", "H", "H", "H", "H", "H", "H", "H", "H", "H", "H", "H", "H", "H", "H", "H", "H", "H", "H", "H", "H", "H", "H", "H", "H", "H"],
  "positions_angstrom": [[3.639, 0.900, -2.304], [-1.435, 0.237, -2.098], [0.124, -2.240, -0.537], [3.101, 1.060, 1.097], [2.535, 1.852, 1.950], [1.323, -0.642, -1.652], [1.222, 1.808, 1.738], [-2.844, 0.258, -2.080], [-2.402, -3.185, -2.881], [-2.208, -1.984, -1.973], [2.622, 0.685, -3.256], [1.288, 0.504, -2.571], [0.217, -1.402, -1.417], [-1.004, -1.124, -2.308], [3.745, -0.227, -1.466], [-3.282, -0.932, -2.038], [2.146, 0.476, 0.328], [-0.080, 1.784, 3.836], [2.766, -1.913, 0.001], [0.926, 0.952, 0.735], [-1.032, 2.577, 4.721], [-1.426, 1.811, 5.977], [-4.739, -1.222, -1.985], [2.463, -0.583, -0.698], [0.315, 2.559, 2.591], [2.020, -2.169, 0.743], [-5.062, -1.704, -2.910], [-0.547, 0.840, 3.539], [-0.561, 3.524, 5.001], [-0.738, -1.249, -3.367], [-2.108, 2.390, 6.599], [0.509, 0.359, -3.310], [-0.547, 1.569, 6.577], [-0.081, 0.779, 0.394], [2.834, -2.728, -0.719], [-2.127, -2.330, -0.938], [-0.563, 2.815, 1.995], [2.857, -0.201, -3.866], [-5.308, -0.305, -1.851], [-1.546, -3.855, -2.795], [-3.293, -3.748, -2.604], [-1.921, 0.872, 5.721], [3.731, -1.792, 0.497], [-4.958, -1.908, -1.165], [1.057, 1.418, -2.018], [-1.929, 2.836, 4.151], [0.826, 3.484, 2.855], [4.525, -0.011, -0.740], [-2.500, -2.880, -3.926], [0.827, 1.530, 4.391], [4.030, -1.108, -2.059], [2.593, 1.560, -3.905]],
  "forces_ev_per_a": [[0.0, 0.0, 0.0], [-0.1, -0.1, 0.1], [0.0, 0.0, -0.1], [0.0, -0.2, -0.1], [0.0, 0.1, 0.0], [0.2, 0.0, -0.1], [-0.1, -0.1, -0.1], [0.0, 0.0, 0.0], [0.0, 0.0, -0.1], [0.0, 0.1, 0.0], [0.0, -0.1, -0.1], [0.0, 0.0, 0.0], [-0.1, 0.3, 0.2], [0.1, -0.1, -0.1], [0.0, -0.1, -0.1], [0.0, 0.0, 0.0], [-0.1, 0.0, 0.2], [0.0, -0.1, 0.0], [0.1, 0.0, 0.1], [0.1, 0.1, 0.1], [0.0, 0.0, 0.0], [0.0, 0.0, 0.0], [-0.1, 0.0, -0.1], [-0.2, 0.0, 0.1], [0.0, 0.0, -0.1], [0.0, 0.0, 0.0], [0.0, 0.0, 0.0], [0.0, 0.0, 0.0], [0.0, 0.0, 0.0], [0.0, 0.0, 0.0], [0.0, 0.0, 0.0], [0.0, 0.0, -0.1], [0.0, 0.0, 0.0], [0.0, 0.0, 0.0], [0.0, 0.0, 0.0], [0.0, 0.0, 0.0], [0.0, 0.0, 0.0], [0.0, 0.0, 0.0], [0.0, 0.0, 0.0], [0.0, 0.0, 0.0], [0.0, 0.0, 0.0], [0.0, 0.0, 0.0], [0.0, -0.1, 0.0], [0.0, 0.0, 0.0], [0.0, 0.0, 0.0], [0.0, 0.0, 0.0], [0.0, 0.0, 0.0], [0.0, 0.0, 0.0], [0.0, 0.0, 0.0], [0.0, 0.0, 0.0], [0.0, 0.0, 0.0], [0.0, 0.0, 0.0]],
  "largest_force_ha_per_bohr": 0.007,
  "homo_lumo_gap_ev": 9.93,
  "e_above_lowest_kj_mol": 332.95,
  "lumo_ev": 0.706,
  "total_charge": 0,
  "homo_energy_ev": -9.228,
  "total_energy_ha": -1163.424506
}

=====

Record 3
{
  "formula": "C17H27NO4",
  "method": "ωB97M-V/def2-TZVPD",
  "species": ["O", "O", "O", "O", "N", "C", "C", "C", "C", "C", "C", "C", "C", "C", "C", "C", "C", "C", "C", "C", "C", "C", "H", "H", "H", "H", "H", "H", "H", "H", "H", "H", "H", "H", "H", "H", "H", "H", "H", "H", "H", "H", "H", "H", "H", "H", "H", "H", "H"],
  "positions_angstrom": [[4.985, -2.773, -0.087], [0.396, 1.469, 0.342], [-1.871, 1.640, 1.962], [2.557, -3.010, 0.763], [-3.679, 0.380, 0.127], [2.596, 0.648, 0.300], [2.725, -1.833, 0.005], [2.205, 2.903, -0.444], [1.711, 1.704, 0.057], [-1.907, 1.962, 0.593], [-3.409, -2.101, 0.346], [2.148, -0.676, 0.832], [-5.640, -0.986, 0.162], [-2.331, 0.751, -0.248], [4.230, -1.618, -0.365], [-4.114, -1.030, -1.815], [-4.177, -0.928, -0.289], [-0.545, 2.503, 0.137], [3.952, 0.808, 0.048], [4.437, 2.005, -0.455], [4.818, -0.379, 0.328], [3.560, 3.045, -0.696], [-3.764, 0.463, 1.137], [-3.086, -1.093, -2.161], [-6.109, -1.907, -0.175], [-1.589, -0.050, -0.091], [-6.184, -0.140, -0.249], [3.926, 3.982, -1.087], [1.062, -0.749, 0.836], [-4.642, -1.919, -2.150], [2.152, -1.917, -0.931], [-3.402, -2.006, 1.430], [-2.317, 1.027, -1.306], [3.006, -3.728, 0.296], [-1.129, 1.035, 2.093], [4.313, -1.484, -1.448], [5.492, 2.122, -0.654], [4.984, -2.905, 0.870], [-4.581, -0.156, -2.260], [-3.884, -3.043, 0.086], [2.494, -0.803, 1.863], [-0.589, 2.789, -0.921], [4.850, -0.567, 1.407], [5.839, -0.219, -0.021], [-2.380, -2.135, -0.006], [1.544, 3.731, -0.643], [-0.284, 3.381, 0.742], [-2.661, 2.748, 0.494], [-5.706, -0.941, 1.247]],
  "forces_ev_per_a": [[0.3, -0.3, 0.1], [0.2, -0.1, 0.0], [0.0, -0.2, 0.4], [-0.1, -0.2, 0.2], [0.0, 0.2, 0.2], [-0.2, 0.0, 0.0], [-0.1, 0.3, -0.3], [-0.4, 0.1, 0.0], [0.3, -0.1, 0.0], [0.4, -0.1, -0.7], [-0.1, 0.3, -0.2], [-0.1, -0.3, -0.2], [0.3, 0.0, -0.2], [0.0, 0.2, 0.2], [-0.1, 0.4, 0.0], [0.0, 0.0, 0.3], [-0.2, -0.2, -0.1], [-0.5, 0.3, 0.1], [-0.1, 0.1, 0.0], [0.0, 0.1, 0.0], [0.0, -0.2, -0.3], [0.1, 0.0, 0.0], [0.0, 0.0, -0.1], [0.1, 0.0, -0.1], [-0.1, -0.1, 0.0], [0.0, 0.1, -0.1], [-0.1, 0.1, 0.0], [0.0, 0.1, 0.0], [0.0, 0.0, 0.1], [0.0, -0.1, -0.1], [0.1, 0.1, 0.2], [0.0, 0.0, 0.1], [0.1, 0.0, 0.0], [-0.1, 0.1, 0.0], [0.0, 0.0, 0.0], [0.0, 0.0, 0.1], [0.1, 0.0, 0.0], [0.0, 0.0, -0.1], [-0.1, 0.1, -0.1], [0.0, -0.2, 0.0], [0.0, 0.0, 0.0], [0.0, 0.0, 0.1], [0.0, 0.0, 0.1], [0.0, 0.0, 0.1], [0.1, 0.0, 0.0], [-0.1, 0.1, 0.0], [0.0, -0.1, -0.1], [0.1, 0.0, -0.1], [0.0, 0.0, 0.2]],
  "largest_force_ha_per_bohr": 0.016,
  "homo_lumo_gap_ev": 9.28,
  "e_above_lowest_kj_mol": 93.72,
  "lumo_ev": 0.672,
  "total_charge": 0,
  "homo_energy_ev": -8.605,
  "total_energy_ha": -1019.696082
}